No. 1
The following is a quantum chemistry calculation of CH2FNO in the gas phase, from the OMol25 dataset.

Output
**LUMO**: 0.7 eV
**SMILES string**: NC(=O)F

Each atom is followed by the atoms it is bonded to, with distances in Å.
Geometry (Å):
1 N -0.07213 0.22287 -0.66550  C2 1.320, H5 1.021, H6 1.061
2 C 0.26967 -0.05359 0.57864  N1 1.320, O3 1.181, F4 1.435
3 O 1.15895 0.35730 1.23913  C2 1.181
4 F -0.50215 -1.23314 0.84920  C2 1.435
5 H -0.05054 1.18206 -1.01435  N1 1.021
6 H -0.80380 -0.47550 -0.98712  N1 1.061

natural (NBO) atomic charge list, values in e, 2 entries: atom 1 (N): -0.84, atom 2 (C): 0.95


No. 2
The following is a quantum chemistry calculation of a 2-piece molecular cluster, C3H5ClINO overall, from the OMol25 dataset.

Output
**LUMO**: 0.2 eV
**SMILES string**: N/C=C(/I)C=O.Cl

Each atom is followed by the atoms it is bonded to, with distances in Å.
Geometry (Å):
1 N 0.99599 -0.67668 1.01730  C2 1.371, H7 1.000, H8 1.071
2 C -0.37347 -0.63745 1.07949  N1 1.371, C3 1.404, H9 1.116
3 C -1.23214 -0.64236 -0.03084  C2 1.404, I4 2.212, C5 1.410
4 I -3.37182 -0.10881 0.13774  C3 2.212
5 C -0.64254 -0.27487 -1.25809  C3 1.410, O6 1.227, H10 1.108
6 O 0.50553 -0.55899 -1.58443  C5 1.227
7 H 1.41039 -0.76605 1.92265  N1 1.000
8 H 1.45894 -0.70385 0.05236  N1 1.071
9 H -0.93068 -0.63924 2.04633  C2 1.116
10 H -1.11649 0.21049 -2.13393  C5 1.108
11 Cl -0.06274 2.52582 -0.84840  H12 1.360
12 H -0.53365 3.01979 -2.02440  Cl11 1.360

natural (NBO) atomic charge list, values in e, 2 entries: atom 1 (N): -0.78, atom 2 (C): 0.10


Ordered HOMO energy results: -11.325 -8.543; unit eV.
Ordered max |F| results: 3.1 3.2; unit eV/A.